# 1
Density functional theory data (ωB97M-V with the def2-TZVPD basis set) for a single C2H5N3O3 molecule in a non-equilibrium geometry.

Values from the calculation:
highest occupied orbital energy	-9.0	eV
SMILES string	O=CN=C(NO)NO
orbital gap	0.3434	Eh
relative energy (zero: lowest compared OMol25 entry of this formula, charge and spin)	6.364	eV
multiplicity	1

Each line ends with the natural charge from an NBO analysis.
Geometry (Å):
O -2.404 0.083 0.015  -0.683
C -1.884 -1.137 -0.093  0.491
N -0.507 -1.307 -0.240  -0.656
C 0.006 -0.101 -0.055  0.581
N -0.324 1.322 0.124  -0.357
O 0.763 2.131 -0.262  -0.557
N 1.384 -0.264 -0.008  -0.312
O 2.201 -1.443 0.038  -0.531
H -2.178 -2.279 0.095  0.163
H -1.378 1.835 0.003  0.465
H 0.670 2.875 0.516  0.480
H 2.174 0.443 -0.222  0.421
H 1.478 -2.159 0.088  0.494


# 2
Density functional theory data (ωB97M-V with the def2-TZVPD basis set) for 2 unconnected molecules or ions with the total composition C12H12N2 in a non-equilibrium geometry.

Values from the calculation:
highest occupied orbital energy (alpha / beta)	-8.6 / -9.3	eV
orbital gap (alpha / beta)	0.2364 / 0.3264	Eh
relative energy (zero: lowest compared OMol25 entry of this formula, charge and spin)	6.717	eV
multiplicity	1

Each line ends with the natural charge from an NBO analysis.
Geometry (Å):
C 0.821 -0.210 -1.309  0.269
C 0.748 -2.054 0.194  0.224
C -4.050 0.292 -0.171  -0.227
C -3.362 0.688 -1.302  -0.187
C -3.494 -0.275 0.959  -0.187
C -2.006 0.452 -1.315  -0.348
C -2.114 -0.487 0.970  -0.326
C -1.526 -0.006 -0.146  0.192
C 3.501 0.451 -0.657  -0.641
C 2.117 0.730 1.493  -0.594
C 2.555 -0.242 0.378  -0.214
C 1.355 -0.952 -0.290  -0.111
N 0.459 0.291 -2.276  -0.336
N 0.299 -2.969 0.722  -0.248
H -5.062 0.421 -0.106  0.207
H -3.905 1.068 -2.150  0.221
H -4.039 -0.341 1.956  0.224
H -1.173 0.773 -2.070  0.285
H -1.622 -0.926 1.771  0.232
H 3.058 0.798 -1.587  0.245
H 4.139 -0.262 -1.179  0.222
H 4.114 1.047 0.023  0.227
H 3.080 1.147 2.042  0.217
H 1.532 1.509 0.990  0.220
H 1.576 0.137 2.198  0.217
H 2.997 -1.082 0.861  0.217


# 3
Density functional theory data (ωB97M-V with the def2-TZVPD basis set) for a molecular structure, C3H4CuO3 in a non-equilibrium geometry.

Values from the calculation:
expectation value of S²	0.75
highest occupied orbital energy (alpha / beta)	-6.1 / -9.3	eV
orbital gap (alpha / beta)	0.1579 / 0.2737	Eh
relative energy (zero: lowest compared OMol25 entry of this formula, charge and spin)	1.667	eV
multiplicity	2

Each line ends with the Mulliken spin population.
Geometry (Å):
O 2.249 1.227 0.087  0.004
C 1.539 0.215 0.294  -0.004
O 1.986 -0.955 0.307  0.012
O 0.215 0.450 0.448  0.062
C -0.700 -0.193 -0.359  0.822
C -2.120 0.053 -0.040  0.003
H -2.022 -0.902 0.655  0.061
H -0.316 -0.851 -1.138  0.014
H -2.315 0.916 0.619  0.010
H -2.757 0.111 -0.934  0.015
Cu 4.242 -0.070 0.061  0.002


# 4
Density functional theory data (ωB97M-V with the def2-TZVPD basis set) for a molecular structure, C26H24N7ORhSSi.

Values from the calculation:
highest occupied orbital energy	-14.6	eV
orbital gap	0.2628	Eh
total charge	+2
relative energy (zero: lowest compared OMol25 entry of this formula, charge and spin)	0.059	eV
multiplicity	1

Each line ends with the natural charge from an NBO analysis.
Geometry (Å):
Rh 0.245 0.599 -0.730  1.183
C 5.041 -2.443 -0.451  -0.130
C 5.462 -1.244 -1.024  -0.191
C 4.585 -0.189 -1.161  -0.194
C 3.268 -0.351 -0.730  0.115
C 2.833 -1.548 -0.169  -0.198
C 3.730 -2.591 -0.020  -0.203
N 2.339 0.718 -0.807  -0.145
N 2.810 1.859 -0.960  -0.122
C 1.886 2.914 -0.969  0.279
C 2.347 4.203 -1.148  -0.177
C 1.429 5.242 -1.110  -0.114
C 0.091 4.954 -0.889  -0.207
C -0.294 3.634 -0.722  0.066
N 0.586 2.632 -0.765  -0.452
H 5.739 -3.262 -0.347  0.242
H 6.483 -1.138 -1.365  0.244
H 4.907 0.740 -1.610  0.246
H 1.804 -1.655 0.138  0.239
H 3.405 -3.522 0.425  0.236
H 3.404 4.366 -1.307  0.267
H 1.754 6.265 -1.247  0.259
H -0.652 5.736 -0.845  0.259
H -1.327 3.365 -0.551  0.220
S -5.047 0.444 4.427  1.051
N -5.173 0.625 2.836  -0.571
C -3.942 0.613 2.349  0.064
C -3.587 0.700 0.947  0.017
C -4.499 0.808 -0.112  -0.094
C -4.016 0.870 -1.401  -0.216
C -2.639 0.808 -1.622  0.083
N -1.777 0.711 -0.619  -0.404
C -2.234 0.667 0.643  0.121
C -1.220 0.594 1.664  0.230
N 0.065 0.619 1.235  -0.348
C 1.062 0.545 2.111  0.071
C 0.814 0.451 3.477  -0.217
C -0.486 0.436 3.938  -0.072
C -1.535 0.510 3.017  -0.084
C -2.947 0.512 3.354  0.162
N -3.447 0.450 4.578  -0.589
H -5.561 0.839 0.096  0.267
H -4.681 0.951 -2.248  0.264
H -2.225 0.820 -2.622  0.237
H 2.068 0.560 1.719  0.237
H 1.652 0.394 4.156  0.264
H -0.707 0.366 4.995  0.268
C -2.509 -2.524 -1.298  -1.151
Si -0.646 -2.684 -1.321  1.882
C -0.121 -3.634 0.194  -1.148
C -0.069 -3.480 -2.887  -1.142
O 0.156 -1.214 -1.247  -1.109
H -2.953 -3.522 -1.330  0.267
H -2.886 -1.989 -2.172  0.234
H -2.890 -2.047 -0.391  0.219
H -0.602 -4.613 0.238  0.264
H -0.392 -3.102 1.112  0.227
H 0.956 -3.810 0.210  0.234
H -0.564 -4.443 -3.037  0.259
H 1.006 -3.662 -2.875  0.252
H -0.297 -2.853 -3.752  0.248


# 5
Density functional theory data (ωB97M-V with the def2-TZVPD basis set) for a single C5H10O2 molecule.

Values from the calculation:
highest occupied orbital energy	-8.6	eV
orbital gap	0.3346	Eh
relative energy (zero: lowest compared OMol25 entry of this formula, charge and spin)	5.030	eV
multiplicity	1

Each line ends with the natural charge from an NBO analysis.
Geometry (Å):
C 2.434 -0.435 0.707  -0.247
O 1.077 -0.115 0.515  -0.582
C 0.760 0.177 -0.846  -0.258
C -0.601 0.608 -1.184  0.105
C -2.167 -0.594 -0.231  -0.612
C -1.542 0.861 -0.109  -0.058
O -1.159 1.186 1.204  -0.731
H 2.721 -1.318 0.117  0.170
H 2.571 -0.654 1.767  0.200
H 3.090 0.402 0.425  0.170
H 1.357 1.039 -1.210  0.239
H 1.062 -0.674 -1.479  0.214
H -1.456 -1.376 -0.525  0.220
H -3.009 -0.613 -0.924  0.229
H -2.500 -0.815 0.785  0.243
H -2.334 1.566 -0.379  0.206
H -0.304 0.755 1.367  0.491